{"formula": "CH2N4O2S", "method": "the ωB97M-V functional and the def2-TZVPD basis", "symbols": ["C", "N", "N", "N", "N", "O", "O", "S", "H", "H"], "positions_angstrom": [[-1.945, -0.642, -0.809], [-2.197, -0.858, -1.923], [1.066, -0.734, 1.303], [0.090, -0.339, 0.394], [0.360, 1.091, -0.623], [1.493, 1.486, -0.589], [-0.603, 1.320, -1.269], [-1.508, -0.317, 0.761], [1.345, -0.106, 2.032], [1.898, -0.901, 0.722]], "energy_ha": -806.77889, "orbital_gap_ev": 9.4, "relative_energy_ev": 3.2808, "lumo_ev": 0.0}